(1)
Molecular formula: C8H14N2O2
Method: DFT, ωB97M-V/def2-TZVPD

- HOMO energy (eV) = -8.2
- energy above the lowest of the compared OMol25 structures with the same formula, charge and spin (kJ/mol) = 202.9
- M (g/mol) = 170.21
- Kohn-Sham gap (eV) = 8.97

Structure (XYZ):
```
26
C8H14N2O2 | OMol25 | ωB97M-V/def2-TZVPD
C -1.27252 -0.24709 0.97666
C -0.59135 -0.09208 -1.47351
C -1.49242 0.32545 -0.36601
C 1.32422 -0.07283 0.08361
C -2.49367 -0.48705 1.86312
C -1.55717 1.91148 -0.29451
C 2.51038 -1.02891 0.36396
C 1.68738 -0.53662 -2.15858
N -0.19015 -0.61976 1.45624
N 0.75708 -0.21187 -1.19250
O -0.90897 -0.29434 -2.65110
O 1.56243 1.21472 0.48176
H -2.52226 0.16042 -0.84922
H -2.49962 -1.54829 2.23756
H -3.38489 -0.31163 1.35508
H -2.38549 0.27344 2.68039
H -2.49931 2.19849 0.14528
H -1.62461 2.23665 -1.32765
H -0.71517 2.37340 0.15203
H 2.42700 -2.01675 -0.07811
H 2.76640 -1.05358 1.40928
H 3.35355 -0.44955 -0.20568
H 2.52330 0.08725 -1.99713
H 2.04215 -1.60729 -2.25774
H 1.19857 -0.27978 -3.05117
H 1.61807 1.19435 1.50356
```


(2)
Molecular formula: C8H14N2O3
Method: DFT, ωB97M-V/def2-TZVPD

- HOMO energy (eV) = -9.7
- energy above the lowest of the compared OMol25 structures with the same formula, charge and spin (kJ/mol) = 419.7
- SMILES = CC1(C)C(C)(C)C1(C(N)=O)[N+](=O)[O-]
- M (g/mol) = 186.21
- Kohn-Sham gap (eV) = 9.61

Structure (XYZ):
```
27
C8H14N2O3 | OMol25 | ωB97M-V/def2-TZVPD
C -1.91434 1.19598 0.18481
C -0.68874 -0.17308 0.16412
C 0.56281 -0.02800 -0.65978
C 0.63854 -0.12211 0.85996
C 0.98378 -1.20013 -1.52401
C 0.86398 1.29039 -1.34188
C 1.16444 -1.38454 1.51570
C 1.01520 1.09842 1.67346
N -2.75819 0.99671 -0.80412
N -1.48328 -1.35394 0.11479
O -1.80114 2.07378 0.98028
O -2.10321 -1.55495 -0.92814
O -1.58024 -2.06085 1.09250
H 0.69374 -2.15956 -1.10293
H 2.06469 -1.19628 -1.64832
H 0.52203 -1.12078 -2.50683
H 0.44859 1.29811 -2.34892
H 1.94202 1.41544 -1.42060
H 0.45678 2.13826 -0.80254
H 2.24308 -1.30595 1.63927
H 0.95151 -2.28346 0.94732
H 0.71037 -1.50300 2.49730
H 2.09274 1.24965 1.63270
H 0.72362 0.94227 2.70843
H 0.52240 1.99878 1.32749
H -2.74049 0.11701 -1.31975
H -3.53067 1.63183 -0.93029
```


(3)
Molecular formula: C8H14N3
Method: DFT, ωB97M-V/def2-TZVPD

- HOMO energy (alpha / beta) (eV) = -7.8 / -13.7
- energy above the lowest of the compared OMol25 structures with the same formula, charge and spin (kJ/mol) = 358.4
- multiplicity = 3
- M (g/mol) = 152.22
- total charge = +1
- Kohn-Sham gap (alpha / beta) (eV) = 4.32 / 8.21
- ⟨S²⟩ = 2.03

Structure (XYZ):
```
25
C8H14N3 | OMol25 | ωB97M-V/def2-TZVPD
C 1.97913 -1.40118 0.25013
C 0.94691 -3.10184 -0.39266
C 0.67846 -0.96357 -0.06412
C -1.42481 1.12393 -0.07515
C -0.54785 1.40419 1.08117
C 0.01860 0.71697 -0.12092
C -0.17014 2.89907 1.49666
C -1.36180 -2.45928 -0.66760
N 2.06663 -2.71835 0.02520
N 0.04542 -2.05907 -0.51770
N 0.89650 1.43938 -1.08265
H 2.80715 -0.76449 0.65506
H 0.69896 -4.08160 -0.68291
H -2.07910 0.23589 0.00012
H -1.79278 2.05452 -0.66498
H -0.85876 0.91747 1.95270
H 0.47196 2.96531 2.39052
H -1.09085 3.30646 1.94148
H 0.30204 3.53532 0.60908
H -1.86040 -1.92004 -1.42705
H -1.31609 -3.44604 -1.05246
H -1.78843 -2.43316 0.34262
H 0.37252 2.16992 -1.51347
H 1.17016 0.87296 -1.93519
H 1.83655 1.70725 -0.54789
```


(4)
Molecular formula: C8H14N3O3
Method: DFT, ωB97M-V/def2-TZVPD

- HOMO energy (eV) = -13.7
- energy above the lowest of the compared OMol25 structures with the same formula, charge and spin (kJ/mol) = 207.6
- M (g/mol) = 200.22
- total charge = +1
- Kohn-Sham gap (eV) = 10.11

Structure (XYZ):
```
28
C8H14N3O3 | OMol25 | ωB97M-V/def2-TZVPD
C 0.20531 1.48663 0.57142
C 0.83947 -0.85099 -0.43233
C 1.79936 1.26796 -1.29036
C -0.61969 0.38458 0.07468
C -1.31700 0.66017 -1.26225
C 2.85274 -0.92797 -1.57309
C -2.56998 -0.86914 0.77587
C -0.68510 -0.87940 2.24495
N 1.36571 1.95436 -0.16884
N 1.71400 -0.19161 -1.10183
N -1.42410 -0.02572 1.22006
O -0.08139 2.11499 1.57392
O 0.70886 -1.98465 -0.04430
O 2.42095 1.74731 -2.18659
H -1.56937 1.71519 -1.27205
H -2.26098 0.17040 -1.45101
H -0.69969 0.57452 -2.18412
H 2.44852 -1.74881 -2.32917
H 3.53477 -0.32860 -2.03916
H 3.33923 -1.52390 -0.70247
H -2.27979 -1.75117 0.20061
H -2.87523 -1.22670 1.68107
H -3.41871 -0.27367 0.46958
H -1.15876 -0.78161 3.30244
H -0.76822 -1.90615 1.95968
H 0.44964 -0.59790 2.28360
H 1.68733 2.88194 0.01718
H -1.63789 0.90994 1.66252
```


(5)
Molecular formula: C8H14N3O3
Method: DFT, ωB97M-V/def2-TZVPD

- HOMO energy (alpha / beta) (eV) = -13.8 / -13.8
- energy above the lowest of the compared OMol25 structures with the same formula, charge and spin (kJ/mol) = 494.2
- SMILES = C[NH+](C)C1=C([N+](=O)[O-])C(=O)NC1(C)C
- M (g/mol) = 200.22
- total charge = +1
- Kohn-Sham gap (alpha / beta) (eV) = 8.29 / 8.29

Structure (XYZ):
```
28
C8H14N3O3 | OMol25 | ωB97M-V/def2-TZVPD
C 1.72653 0.02139 0.00738
C 0.16757 -0.05772 -0.00240
C 2.06449 1.47680 0.00712
C -0.33872 1.34517 0.01081
C -1.16328 1.61879 1.28704
C -1.18409 1.64891 -1.24254
C -0.45202 -2.04812 -1.24482
C -0.62871 -2.01514 1.19458
N 0.86449 2.13183 0.01250
N 2.63556 -1.07162 0.02216
N -0.69054 -1.20388 -0.04724
O 2.12861 -2.17734 0.15292
O 3.14875 1.97530 -0.00015
O 3.79976 -0.83597 -0.09303
H -1.41628 2.67506 1.32131
H -0.58132 1.38344 2.17492
H -2.09062 1.05190 1.29687
H -1.56057 2.66676 -1.18014
H -2.04065 0.98426 -1.32757
H -0.57204 1.56599 -2.13713
H 0.53068 -2.51260 -1.16473
H -1.20432 -2.83173 -1.29280
H -0.50258 -1.44453 -2.14855
H 0.34857 -2.49424 1.26090
H -0.78599 -1.38394 2.06680
H -1.39899 -2.78265 1.16440
H 0.84175 3.14017 0.02078
H -1.64603 -0.82630 -0.11938
```


(6)
Molecular formula: C8H14N3O7S3
Method: DFT, ωB97M-V/def2-TZVPD

- HOMO energy (eV) = -5.9
- M (g/mol) = 360.41
- total charge = -1
- Kohn-Sham gap (eV) = 8.34

Structure (XYZ):
```
35
C8H14N3O7S3 | OMol25 | ωB97M-V/def2-TZVPD
O -0.10068 4.52432 -3.12113
S 0.43185 3.19109 -2.98141
O 1.04692 2.57840 -4.13642
N 1.39978 2.99858 -1.73667
S 0.82480 3.21664 -0.27645
O 0.82960 4.58039 0.20713
O -0.43576 2.51068 -0.06168
C 2.07626 2.34453 0.66251
C 1.45482 1.75683 1.92541
S 2.71234 0.87831 2.90879
C 2.15304 -0.75915 2.77197
N 2.85764 -1.82126 2.61578
N 1.96748 -2.89382 2.64860
C 0.80992 -2.38118 2.80159
O 0.82612 -1.04153 2.91297
H -0.63019 2.41675 -2.67022
H 2.86896 3.05725 0.89321
H 2.47722 1.54103 0.04556
H 0.98868 2.52050 2.54854
H 0.68479 1.04500 1.63934
H -0.14619 -2.87678 2.84473
O 0.49541 -0.64804 -0.06750
C -0.59005 -1.05903 -0.36662
O -0.94032 -2.30058 0.06943
C -2.24851 -2.83494 -0.12766
C -2.40477 -3.47870 -1.48993
C -1.52779 -0.27524 -1.24557
H -3.00824 -2.07271 0.04933
H -2.35706 -3.58614 0.65541
H -2.28796 -2.74843 -2.29009
H -3.39178 -3.93460 -1.58147
H -1.64863 -4.25198 -1.62556
H -1.25487 -0.46656 -2.28475
H -1.35154 0.77670 -1.02862
H -2.58129 -0.50632 -1.10855
```


- Which of these has the highest M?
  C8H14N3O7S3


- Look up the M of the second one.
  186.21 g/mol


- Number 1 is which compound?
  C8H14N2O2


- Which value of M does entry 4 give?
  200.22 g/mol